*a*
ORCA calculation (ωB97M-V with the def2-TZVPD basis set) on one molecule with the formula C5H9N3O.

The value obtained for the LUMO energy (spin up / spin down) is 0.750 / 0.750 eV.

```
18
C5H9N3O | the OMol25 dataset | ωB97M-V with the def2-TZVPD basis set
C -1.62769 -0.04419 -0.00598
C 0.44743 -1.00103 -1.10246
N -1.19273 0.52913 -1.27997
C -0.52528 -0.64218 -2.15814
C 0.60339 0.55243 1.02217
C -0.13973 -0.07661 0.02063
N 0.30452 0.22530 2.37564
N 1.97739 0.80299 0.86348
O -0.74909 -0.88232 -3.29821
H -1.66827 1.39501 -1.54189
H 2.28894 0.93334 -0.08824
H 0.72355 0.88460 3.02085
H -0.68738 0.15849 2.55007
H 2.58566 0.13427 1.34166
H -2.19936 -0.96861 -0.07069
H -2.07552 0.70870 0.63981
H 0.48149 -2.07830 -0.93377
H 1.45268 -0.63104 -1.35496
```

Atom charges from the Mulliken analysis, given in e for atoms 1 to 2: atom 1 (C): -0.563, atom 2 (C): -0.384



*b*
ORCA calculation (ωB97M-V with the def2-TZVPD basis set) on one molecule with the formula C5H9N3O.

The value obtained for the LUMO energy is 0.161 eV.

```
18
C5H9N3O | the OMol25 dataset | ωB97M-V with the def2-TZVPD basis set
H -1.41065 -1.36959 0.01789
N -1.32917 -1.17073 -0.97823
C -0.30238 -0.48567 -1.33043
C 1.05386 -0.57452 -0.74790
C 2.17645 -0.47391 -1.46509
N 1.05882 -0.72738 0.64786
C 0.08964 -0.19638 1.42746
O -0.13398 -0.49715 2.57035
C -0.62021 1.23836 0.68704
N -2.03265 1.28378 0.90231
H -0.30878 -0.10466 -2.35139
H 2.12871 -0.36265 -2.53460
H 3.15195 -0.51996 -1.01174
H 1.76564 -1.30502 1.08781
H -0.12817 1.96986 1.33478
H -0.34528 1.60949 -0.29789
H -2.54163 0.74162 0.21347
H -2.27214 0.94453 1.82828
```

Atom charges from the Mulliken analysis, given in e for atoms 1 to 2: atom 1 (H): 0.304, atom 2 (N): -0.615



Top of the stability list: *b*, leading by 205.0 kJ/mol.